Record 1
Formula: C22H27OPb
Source: the OMol25 dataset
Level of theory: the ωB97M-V functional and the def2-TZVPD basis

Last column: natural (NBO) charge in e.
Cartesian coordinates (Å):
Pb  -0.072  0.807  -0.002  1.1532
C  1.745  1.005  1.479  -0.3939
C  2.219  0.173  0.440  -0.3053
C  2.258  0.926  -0.740  -0.3463
H  2.441  -0.874  0.535  0.2321
C  1.800  2.227  -0.457  -0.4143
C  1.514  2.281  0.926  -0.3382
H  1.172  3.145  1.467  0.2170
H  1.586  0.709  2.501  0.2350
H  2.539  0.554  -1.710  0.1983
H  1.706  3.039  -1.158  0.2134
C  -2.223  0.885  1.084  -0.3281
C  -1.526  2.038  1.470  -0.3248
C  -1.307  2.822  0.312  -0.3509
H  -1.195  2.272  2.467  0.2145
C  -1.853  2.141  -0.788  -0.3780
C  -2.414  0.932  -0.309  -0.3919
H  -2.859  0.154  -0.901  0.2173
H  -2.484  0.062  1.724  0.2298
H  -0.802  3.771  0.272  0.2179
H  -1.864  2.499  -1.802  0.2083
O  -0.155  -0.177  -2.000  -0.5659
C  -0.271  0.181  -3.441  0.2872
C  0.419  -1.142  -3.808  -0.4572
C  0.478  1.444  -3.767  -0.6346
C  -1.724  0.236  -3.848  -0.6356
C  0.333  -1.511  -2.334  -0.0496
H  1.434  -1.013  -4.174  0.2053
H  -0.135  -1.778  -4.493  0.1986
H  -0.403  -2.262  -2.064  0.1848
H  1.264  -1.729  -1.821  0.2051
H  0.464  1.610  -4.844  0.2051
H  1.514  1.388  -3.446  0.2256
H  0.018  2.303  -3.286  0.2258
H  -1.821  -0.041  -4.897  0.2018
H  -2.140  1.232  -3.724  0.2173
H  -2.316  -0.458  -3.256  0.2271
C  -0.101  -1.249  1.156  -1.0010
C  0.169  -1.829  2.538  0.0155
C  -0.942  -2.121  3.369  -0.2430
C  -0.764  -2.589  4.669  -0.2229
C  0.523  -2.783  5.166  -0.2771
C  1.632  -2.519  4.357  -0.2317
C  1.461  -2.049  3.048  -0.1941
H  -0.876  -1.872  0.661  0.1806
H  -0.486  -0.433  1.736  0.2037
H  -1.951  -1.961  3.006  0.1968
H  -1.626  -2.789  5.293  0.1905
H  0.659  -3.136  6.179  0.1903
H  2.628  -2.671  4.751  0.1908
H  2.340  -1.847  2.461  0.1959

Results
HOMO level in eV: -1.5
Net charge: -1
Kohn-Sham gap in eV: 4.217
DFT total energy in eV: -30537.8038
Strongest force on any atom in eV Å⁻¹: 4.24
Multiplicity: 1

Record 2
Formula: CH3PS4
Source: the OMol25 dataset
Level of theory: the ωB97M-V functional and the def2-TZVPD basis

Last column: natural (NBO) charge in e.
Cartesian coordinates (Å):
S  -2.889  -1.274  0.133  -0.0931
S  -1.351  -0.201  -0.780  -0.1552
P  -0.131  -0.501  0.875  0.7110
C  1.182  0.600  0.136  -0.9153
S  2.553  -0.475  -0.318  0.1177
S  1.383  -2.196  -0.133  -0.2781
H  -2.061  -2.325  0.109  0.1323
H  0.698  1.121  -0.678  0.2296
H  1.601  1.296  0.970  0.2511

Results
HOMO level in eV: -7.9
SMILES string: SSP1CSS1
Kohn-Sham gap in eV: 6.993
DFT total energy in eV: -53714.6516
Strongest force on any atom in eV Å⁻¹: 2.72
Multiplicity: 1

Record 3
Formula: C15H21IrN6O3SSe
Source: the OMol25 dataset
Level of theory: the ωB97M-V functional and the def2-TZVPD basis

Last column: natural (NBO) charge in e.
Cartesian coordinates (Å):
Ir  0.501  -0.106  -0.267  1.2230
N  0.268  0.466  1.725  -0.7361
C  -1.042  0.064  2.325  -0.2193
C  -1.346  -1.398  2.059  -0.5489
C  -1.836  -1.681  0.648  0.7813
O  -2.659  -2.517  0.405  -0.5422
O  -1.308  -0.942  -0.337  -0.7714
H  1.015  0.116  2.321  0.3982
H  0.339  1.483  1.757  0.4124
H  -1.807  0.702  1.884  0.2155
H  -1.011  0.266  3.396  0.2284
H  -2.120  -1.750  2.739  0.2797
H  -0.460  -2.011  2.262  0.2253
Se  2.526  -3.321  0.510  1.1732
N  4.187  -2.757  0.434  -0.5214
C  4.194  -1.454  0.189  0.0614
C  5.286  -0.542  0.029  -0.0823
C  4.972  0.756  -0.243  -0.2542
C  3.616  1.205  -0.377  0.1556
N  2.595  0.398  -0.233  -0.4582
C  2.907  -0.896  0.057  0.2762
N  1.858  -1.683  0.194  -0.6745
H  6.310  -0.880  0.116  0.2718
H  5.753  1.491  -0.374  0.2670
H  3.407  2.241  -0.611  0.2371
O  -0.410  1.670  -0.675  -0.9108
S  -1.579  1.695  -1.726  1.2110
C  -2.845  2.693  -0.884  -0.5710
C  -2.935  4.034  -1.614  -0.4165
C  -1.541  4.327  -2.165  -0.4160
C  -1.112  3.032  -2.843  -0.5775
H  -2.456  2.795  0.129  0.2504
H  -3.772  2.123  -0.859  0.2675
H  -3.285  4.807  -0.932  0.2569
H  -3.655  3.968  -2.430  0.2290
H  -0.850  4.577  -1.358  0.2204
H  -1.543  5.153  -2.874  0.2567
H  -0.050  2.919  -3.054  0.2593
H  -1.676  2.848  -3.761  0.2545
N  -0.399  -1.404  -2.778  -0.3123
C  -0.172  -1.657  -4.071  0.0176
C  1.013  -1.037  -4.415  -0.3167
C  1.447  -0.419  -3.245  -0.0129
N  0.578  -0.643  -2.257  -0.3108
H  -1.168  -1.661  -2.163  0.4718
H  -0.858  -2.253  -4.650  0.2587
H  1.494  -1.037  -5.377  0.2667
H  2.330  0.174  -3.072  0.2261

Results
HOMO level in eV: -15.2
Net charge: +2
Kohn-Sham gap in eV: 7.259
DFT total energy in eV: -109985.4872
Strongest force on any atom in eV Å⁻¹: 0.20
Multiplicity: 1

Record 4
Formula: C20H41Al2BeBrCaF7NNaO10P2
Source: the OMol25 dataset
Level of theory: the ωB97M-V functional and the def2-TZVPD basis

Last column: Mulliken charge in e.
Cartesian coordinates (Å):
C  -0.751  -2.764  0.272  0.2388
C  -0.923  -1.120  0.299  -1.1360
C  -0.290  -0.268  -0.878  -0.2425
C  1.063  -0.763  -1.408  -0.3044
C  2.271  -0.202  -0.619  -1.6909
P  2.625  -1.031  0.963  2.1053
C  4.121  -0.808  2.056  -2.2340
C  1.850  0.515  1.844  -1.4945
O  2.775  1.617  1.849  -0.2410
C  2.678  2.308  3.044  0.3169
C  3.284  -2.681  0.199  -1.1304
C  4.582  -2.628  -0.625  -0.4319
O  5.187  -1.359  -0.707  -0.5438
C  5.632  -3.615  -0.096  0.5851
F  6.285  -3.145  0.965  -0.2370
F  5.119  -4.829  0.138  -0.2698
F  6.557  -3.769  -1.067  -0.2862
H  0.309  -3.038  0.249  -0.9918
H  -1.249  -3.367  -0.669  0.3430
H  -1.236  -3.131  1.173  0.5718
H  -0.599  -0.737  1.267  0.4777
H  -1.989  -0.956  0.278  -0.0865
H  -0.110  0.738  -0.480  -0.1858
H  -0.984  -0.118  -1.678  0.7149
H  1.182  -0.338  -2.401  0.5964
H  1.101  -1.840  -1.555  0.4193
H  1.995  0.818  -0.386  1.1558
H  3.099  -0.137  -1.318  0.4609
H  1.561  -1.780  1.541  -0.2164
H  3.819  -0.471  3.038  0.6155
H  4.565  -1.783  2.213  0.6915
H  4.804  -0.114  1.575  0.4886
H  0.876  0.809  1.452  -0.3907
H  1.687  0.243  2.907  1.0499
H  1.660  2.663  3.210  0.0531
H  3.379  3.138  3.040  0.3627
H  2.977  1.667  3.882  -0.3898
H  3.446  -3.366  1.036  1.1575
H  2.518  -3.178  -0.422  -0.6892
H  4.381  -2.983  -1.634  0.6170
H  5.446  -1.209  -1.621  0.3780
Ca  3.670  0.136  4.540  0.2344
F  -4.003  -1.235  -2.338  -0.4056
Al  -4.981  -2.651  -1.923  0.4485
F  -4.333  -3.368  -0.519  -0.3135
F  -4.937  -3.724  -3.189  -0.2539
F  -6.538  -2.087  -1.597  -0.3590
C  -5.429  -2.797  2.276  0.8257
O  -6.063  -3.830  2.392  -0.4273
O  -4.379  -2.506  2.919  -0.5098
O  -5.773  -1.865  1.467  -0.4319
Na  1.290  -4.580  -0.347  1.1078
Be  -4.852  -0.243  0.048  0.5859
C  -1.146  4.220  2.937  -0.7148
C  -1.714  3.518  1.702  0.2294
O  -2.767  2.651  2.020  -0.4671
C  -3.911  3.255  2.587  -0.1428
C  -4.596  4.252  1.662  -0.9871
H  -0.899  3.504  3.721  0.3944
H  -0.252  4.792  2.680  0.5470
H  -1.890  4.936  3.381  -0.0387
H  -0.926  2.908  1.261  -0.1530
H  -2.017  4.239  0.931  0.2931
H  -3.652  3.717  3.566  0.1240
H  -4.605  2.447  2.807  0.3939
H  -3.981  5.148  1.470  0.1713
H  -5.537  4.589  2.097  0.3926
H  -4.797  3.797  0.693  0.3060
Br  -1.928  -2.214  -1.798  0.0851
O  -2.188  -5.392  -4.165  -0.3675
P  -3.056  -6.481  -4.777  0.7839
O  -4.230  -6.782  -3.855  -0.3344
O  -2.201  -7.723  -4.996  -0.4649
O  -3.627  -6.058  -6.120  -0.4462
C  1.203  4.831  -2.459  -1.0769
C  0.622  3.826  -3.447  -0.7508
C  0.986  2.378  -3.103  0.4336
C  2.437  2.186  -3.118  0.3716
N  3.571  2.032  -3.110  -0.5567
H  2.293  4.811  -2.461  0.3740
H  0.897  5.843  -2.721  0.3854
H  0.858  4.625  -1.441  0.1523
H  0.976  4.064  -4.450  0.3555
H  -0.465  3.921  -3.461  0.3614
H  0.536  1.697  -3.828  0.4890
H  0.610  2.115  -2.113  -0.4148
Al  -2.976  6.242  3.472  0.5634

Results
HOMO level in eV: -7.9
Net charge: +1
Kohn-Sham gap in eV: 1.602
DFT total energy in eV: -187437.9771
Strongest force on any atom in eV Å⁻¹: 5.60
Multiplicity: 1

Record 5
Formula: C11H15BFNO3S
Source: the OMol25 dataset
Level of theory: the ωB97M-V functional and the def2-TZVPD basis

Last column: natural (NBO) charge in e.
Cartesian coordinates (Å):
C  -0.495  3.495  1.692  -0.6009
C  0.153  2.751  0.537  -0.3170
C  -0.586  2.992  -0.798  -0.5255
S  -2.235  2.308  -0.968  -0.0614
C  0.298  1.283  0.935  0.7024
O  1.166  0.933  1.742  -0.6265
N  -0.551  0.358  0.354  -0.6405
C  -0.406  -1.010  0.749  -0.4455
B  -1.803  -1.716  0.675  1.1290
O  -2.823  -1.128  -0.008  -0.8950
O  -1.946  -2.963  1.238  -0.8910
C  0.638  -1.778  -0.019  -0.0265
C  1.867  -1.158  -0.228  -0.1924
C  2.858  -1.793  -0.984  -0.2719
C  2.629  -3.019  -1.565  0.3896
F  3.604  -3.611  -2.321  -0.3281
C  1.402  -3.612  -1.357  -0.2757
C  0.398  -2.999  -0.610  -0.2006
H  0.180  3.638  2.535  0.2315
H  -0.817  4.498  1.408  0.2098
H  -1.360  2.942  2.041  0.2156
H  1.163  3.201  0.388  0.2400
H  -0.639  4.063  -1.002  0.2349
H  0.018  2.568  -1.607  0.2165
H  -2.637  3.291  -1.765  0.1381
H  -0.921  0.495  -0.579  0.4030
H  -0.113  -0.955  1.778  0.2634
H  -2.745  -0.202  -0.223  0.5043
H  -2.855  -3.327  1.213  0.5007
H  2.159  -0.253  0.300  0.2444
H  3.777  -1.304  -1.217  0.2213
H  1.153  -4.506  -1.934  0.2240
H  -0.530  -3.483  -0.399  0.2300

Results
HOMO level in eV: -9.0
SMILES string: C[C@H](CS)C(=O)N[C@@H](B(O)O)c1ccc(F)cc1
Kohn-Sham gap in eV: 9.287
DFT total energy in eV: -33515.0797
Strongest force on any atom in eV Å⁻¹: 1.69
Multiplicity: 1

Record 6
Formula: C4H8N
Source: the OMol25 dataset
Level of theory: the ωB97M-V functional and the def2-TZVPD basis

Last column: natural (NBO) charge in e.
Cartesian coordinates (Å):
C  0.899  0.658  1.085  -0.4146
N  0.567  -0.016  -0.229  -0.3591
C  -0.405  0.764  -0.991  -0.0366
C  -1.423  -0.168  -0.865  -0.1261
C  -0.501  -1.141  -0.172  -0.2159
H  0.009  0.712  1.813  0.2570
H  1.709  0.072  1.512  0.2376
H  1.299  1.585  0.806  0.2321
H  1.310  -0.435  -0.726  0.4345
H  -0.093  1.759  -1.311  0.2569
H  -2.479  -0.362  -0.983  0.2680
H  -0.571  -1.391  0.812  0.2216
H  -0.321  -2.039  -0.751  0.2447

Results
HOMO level in eV: -15.4
Net charge: +1
SMILES string: C[N@@H+]1C=CC1
Kohn-Sham gap in eV: 11.727
DFT total energy in eV: -5758.5330
Strongest force on any atom in eV Å⁻¹: 3.05
Multiplicity: 1

Record 7
Formula: C3H3ClOS
Source: the OMol25 dataset
Level of theory: the ωB97M-V functional and the def2-TZVPD basis

Last column: natural (NBO) charge in e.
Cartesian coordinates (Å):
S  -2.271  -1.371  -0.018  -0.0924
C  -1.816  0.286  0.052  0.0669
O  -0.604  0.802  -0.163  -0.4792
C  0.398  -0.126  -0.181  0.0568
C  1.682  0.226  -0.034  -0.2536
Cl  2.965  -0.966  0.019  0.0076
H  -2.550  1.197  0.643  0.2259
H  0.249  -1.309  -0.503  0.2456
H  1.947  1.259  0.186  0.2223

Results
HOMO level in eV: -9.2
SMILES string: S=CO/C=C/Cl
Kohn-Sham gap in eV: 8.749
DFT total energy in eV: -28561.8052
Strongest force on any atom in eV Å⁻¹: 4.95
Multiplicity: 1

Record 8
Formula: C4H13N4O3V
Source: the OMol25 dataset
Level of theory: the ωB97M-V functional and the def2-TZVPD basis

Last column: Mulliken spin population.
Cartesian coordinates (Å):
V  -0.147  0.885  -0.902  3.0005
N  -1.193  1.406  0.825  -0.0067
C  -1.352  0.242  1.727  0.0016
C  -1.595  -1.004  0.877  0.0119
N  -0.654  -1.056  -0.270  -0.0366
C  0.586  -1.838  -0.034  0.0177
C  1.653  -0.949  0.594  0.0034
N  1.736  0.290  -0.211  -0.0340
H  -0.786  2.188  1.329  0.0108
H  -2.113  1.730  0.530  0.0111
H  -2.173  0.371  2.433  0.0011
H  -0.435  0.138  2.302  -0.0034
H  -2.610  -0.970  0.479  -0.0016
H  -1.516  -1.898  1.501  0.0043
H  -1.138  -1.505  -1.041  0.0089
H  0.944  -2.187  -1.004  -0.0021
H  0.401  -2.710  0.597  0.0031
H  2.606  -1.478  0.636  -0.0005
H  1.377  -0.685  1.613  -0.0058
H  2.258  0.098  -1.063  0.0059
H  2.257  1.004  0.288  0.0073
O  0.066  2.580  -1.775  -0.0224
N  0.490  2.010  -2.850  0.0074
O  0.749  2.602  -3.852  0.0356
O  0.591  0.737  -2.727  -0.0175

Results
HOMO level (spin up / spin down) in eV: -11.5 / -14.6
Net charge: +1
Kohn-Sham gap (spin up / spin down) in eV: 8.276 / 11.340
DFT total energy in eV: -42141.8333
Strongest force on any atom in eV Å⁻¹: 2.04
Multiplicity: 4